No. 1
Below is a single C10H22N2O5 molecule, with properties calculated with ωB97M-V/def2-TZVPD.

Summary:
- Energy relative to the best compared isomer or geometry (same formula, charge and spin): 96.52 kcal per mole
- Gap between HOMO and LUMO: 8.03 eV
- Structure (SMILES): OCCN(/C=C(/CO)N(CO)CCO)CCO

```
! RIJCOSX wB97M-V def2-TZVPD def2/J DEFGRID3
* xyz 0 1
O -1.09461 3.84890 1.84811
C -1.30958 2.43003 1.63341
C -1.09528 2.02766 0.18896
N -1.42282 0.62001 -0.10574
C -0.93176 -0.44608 0.63949
C 0.38132 -0.71850 0.88802
C 0.61111 -1.94936 1.72581
O 1.36815 -2.80262 0.87536
N 1.45667 -0.04905 0.33705
C 2.66269 0.22125 1.15163
O 2.59200 1.59016 1.37190
C 1.58270 0.17039 -1.14361
C 2.10657 -1.09631 -1.86558
O 1.19754 -2.19651 -1.77211
C -2.67788 0.28242 -0.82933
C -2.66789 -0.99415 -1.75664
O -1.44733 -1.08580 -2.49703
H -1.34392 4.09808 2.78406
H -2.33697 2.16631 2.00406
H -0.63644 1.83309 2.25744
H -1.73499 2.64715 -0.43016
H -0.08209 2.29877 -0.07623
H -1.64682 -1.16998 0.99412
H 1.14300 -1.74494 2.64464
H -0.30361 -2.46053 2.01606
H 1.33686 -2.40315 -0.03695
H 3.54041 -0.18528 0.63919
H 2.56221 -0.27115 2.11690
H 1.69326 1.84078 1.13078
H 2.30921 0.96099 -1.37030
H 0.65620 0.48630 -1.62591
H 3.06756 -1.38143 -1.43815
H 2.30661 -0.86071 -2.89757
H 1.47174 -2.94122 -2.30977
H -3.46382 0.17630 -0.10217
H -2.94718 1.13340 -1.43262
H -2.75381 -1.88314 -1.15360
H -3.47878 -0.97929 -2.47855
H -0.67022 -1.21277 -1.92494
*
```

Taken from the Mulliken analysis, the atomic charges in e are: O -0.556; C -0.404; C -0.849; N 0.553; C -2.303; C 1.334; C -0.931; O -0.625; N 0.635; C -0.377; O -0.602; C -0.718; C -0.725; O -0.546; C -0.730; C -0.550; O -0.587; H 0.329; H 0.365; H 0.238; H 0.570; H 0.244; H 0.210; H 0.374; H 0.352; H 0.536; H 0.327; H 0.254; H 0.351; H 0.361; H 0.426; H 0.376; H 0.549; H 0.257; H 0.366; H 0.459; H 0.284; H 0.388; H 0.364

=====

No. 2
Below is 2 unconnected molecules or ions with the total composition C7H16O, with properties calculated with ωB97M-V/def2-TZVPD.

Summary:
- Energy relative to the best compared isomer or geometry (same formula, charge and spin): 55.00 kcal per mole
- Gap between HOMO and LUMO: 10.20 eV
- Structure (SMILES): C=CCCCCC.O

```
! RIJCOSX wB97M-V def2-TZVPD def2/J DEFGRID3
* xyz 0 1
C -0.78362 -2.77806 -1.34423
C 0.36317 -2.34609 -0.75367
C 1.19842 -1.11423 -0.71448
C 0.49287 0.17492 -1.11051
C -0.26715 0.94332 0.01690
C 0.73977 2.02050 0.67340
C 1.29052 3.10049 -0.30237
H -1.45632 -2.18339 -1.87666
H -1.22258 -3.76170 -1.08234
H 0.87847 -3.16847 -0.12581
H 2.03740 -1.22370 -1.30245
H 1.58371 -1.01577 0.29765
H -0.33968 -0.10525 -1.82343
H 1.13023 0.81594 -1.75389
H -1.17564 1.38906 -0.44598
H -0.60785 0.25671 0.84244
H 0.28832 2.63143 1.62419
H 1.58985 1.34360 1.03334
H 2.14052 3.72379 0.12140
H 1.71100 2.65685 -1.21474
H 0.55304 3.77709 -0.60511
O -2.57525 -0.44045 2.65221
H -3.06095 -0.82871 3.53829
H -1.65147 -0.78893 2.76512
*
```

Taken from the Mulliken analysis, the atomic charges in e are: C -0.822; C -0.081; C -0.549; C -0.555; C -0.126; C -0.266; C -1.100; H 0.297; H 0.233; H 0.194; H 0.394; H 0.298; H 0.252; H 0.290; H 0.408; H -0.209; H 0.255; H 0.172; H 0.308; H 0.297; H 0.331; O -0.643; H 0.318; H 0.303

=====

No. 3
Below is a molecular structure, C3H7N6O, with properties calculated with ωB97M-V/def2-TZVPD.

Summary:
- Energy relative to the best compared isomer or geometry (same formula, charge and spin): 61.82 kcal per mole
- Gap between HOMO and LUMO: 10.33 eV

```
! RIJCOSX wB97M-V def2-TZVPD def2/J DEFGRID3
* xyz 1 1
C -1.65092 -0.13755 -0.00887
C 0.16235 0.52370 1.18930
C 0.38511 -0.06701 -1.27368
N -2.75298 -0.08372 -0.73400
N -0.89515 -0.63803 -1.02465
N -1.13879 0.21052 1.18956
N 0.74985 0.56031 0.00397
N 0.79790 0.76777 2.34463
N 1.41219 -0.98787 -1.56591
O -1.98629 -0.51446 -1.81286
H 0.15675 0.68837 -2.00914
H -1.75286 0.10270 2.01353
H 1.70603 0.88659 0.15323
H 0.23958 0.68444 3.18032
H 1.80414 0.91368 2.25360
H 1.01855 -1.89322 -1.36799
H 1.74455 -1.01621 -2.53104
*
```

Taken from the Mulliken analysis, the atomic charges in e are: C 0.412; C 0.529; C 0.058; N -0.545; N 0.017; N -0.083; N -0.217; N -0.368; N -0.650; O -0.152; H 0.458; H 0.304; H 0.203; H 0.229; H 0.233; H 0.276; H 0.294

=====

No. 4
Below is a molecular structure, C21H46EuNO2P3, with properties calculated with ωB97M-V/def2-TZVPD.

Summary:
- Energy relative to the best compared isomer or geometry (same formula, charge and spin): 5.12 kcal per mole
- Gap between HOMO and LUMO (alpha / beta): 5.52 / 7.99 eV
- Expectation value of S²: 12.169

```
! RIJCOSX wB97M-V def2-TZVPD def2/J DEFGRID3
* xyz 3 7
Eu -0.58773 0.06100 -0.08444
P 1.84196 0.94253 1.48395
P -0.31404 2.73152 -1.31903
P 1.94344 -0.19994 -1.62768
H -0.49607 -4.61002 1.05893
C 0.59029 -4.69960 0.90921
C 1.46207 -4.11751 1.75283
H 1.13146 -3.56584 2.63951
C 1.15845 1.30394 3.15026
C 2.84077 2.45999 1.21991
C 3.15709 -0.26208 1.93745
C -1.70469 2.77258 -2.51539
C -0.81414 4.11291 -0.21731
C 0.99022 3.56822 -2.29645
C 2.46046 -1.93292 -1.30874
C 3.58851 0.59555 -1.81700
C 1.44134 -0.31101 -3.38676
H 0.91986 -5.28153 0.04082
H 2.54419 -4.22272 1.61309
H 0.89675 0.37214 3.67092
H 0.25284 1.91765 3.05206
H 1.90486 1.85602 3.73761
H 2.22218 3.22655 0.73285
H 3.70164 2.24242 0.57586
H 3.19124 2.84357 2.18874
H 2.74638 -1.28006 1.90932
H 3.51797 -0.04653 2.95290
H 3.99715 -0.20145 1.23336
H -1.56522 3.63016 -3.18977
H -2.65989 2.87522 -1.98119
H -1.73173 1.84287 -3.10548
H -1.23645 4.93462 -0.81202
H 0.05372 4.47480 0.34980
H -1.57195 3.75931 0.49627
H 0.52396 4.22502 -3.04180
H 1.61428 2.82718 -2.80995
H 1.62463 4.16496 -1.63010
H 2.82866 -2.36247 -2.25049
H 1.62415 -2.54313 -0.93826
H 3.25882 -1.95096 -0.55449
H 4.06538 0.20972 -2.72902
H 4.23372 0.37867 -0.95560
H 3.47300 1.68314 -1.90843
H 2.30258 -0.68378 -3.95755
H 1.15624 0.68149 -3.76127
H 0.59067 -0.99159 -3.52196
C -1.98552 -2.01545 -2.16339
C -2.75007 -1.15526 -2.95509
C -2.68554 -1.32945 -4.34333
C -1.93534 -2.37901 -4.88777
C -1.21051 -3.24229 -4.05740
C -1.24322 -3.07493 -2.66714
O -1.76025 -1.70068 -0.79743
H -2.44073 -1.04490 -0.44062
H -3.33557 -0.34725 -2.49797
H -3.21748 -0.63567 -4.99776
H -1.93602 -2.53800 -5.96943
H -0.60532 -4.04299 -4.48790
H -0.67893 -3.72006 -1.99189
C -2.85384 0.08860 5.21132
N -2.73674 0.37809 3.78795
C -3.22489 1.65682 3.28746
C -2.09082 -0.42373 2.93728
C -1.54795 -1.73117 3.42253
O -1.96249 -0.01743 1.73326
H -3.47763 0.87493 5.64348
H -1.87138 0.09433 5.70988
H -3.32234 -0.89071 5.37793
H -2.39749 2.32881 3.01252
H -3.86559 1.51278 2.40875
H -3.79892 2.10479 4.10109
H -1.08796 -2.27704 2.59039
H -0.78909 -1.55818 4.20353
H -2.35739 -2.34558 3.84431
*
```

Taken from the Mulliken analysis, the atomic charges in e are: Eu 0.931; P 0.850; P 1.028; P 0.879; H 0.276; C -0.606; C -0.560; H 0.284; C -1.262; C -1.266; C -1.145; C -1.383; C -1.262; C -1.360; C -1.055; C -1.429; C -1.037; H 0.350; H 0.325; H 0.328; H 0.257; H 0.576; H 0.215; H 0.375; H 0.479; H 0.147; H 0.464; H 0.405; H 0.478; H 0.415; H 0.349; H 0.432; H 0.400; H 0.340; H 0.475; H 0.283; H 0.412; H 0.472; H 0.117; H 0.409; H 0.515; H 0.406; H 0.311; H 0.508; H 0.340; H 0.055; C 0.701; C -0.613; C -0.643; C -0.623; C -0.493; C -0.388; O -0.476; H 0.350; H 0.613; H 0.452; H 0.428; H 0.445; H 0.471; C -0.846; N 0.129; C -0.734; C 0.577; C -0.998; O -0.549; H 0.282; H 0.350; H 0.349; H 0.213; H 0.291; H 0.352; H -0.034; H 0.401; H 0.473

=====

Number 1: F_max 2.83 eV/Å. Number 2: F_max 4.17 eV/Å. Number 3: F_max 3.37 eV/Å. Number 4: F_max 2.91 eV/Å.